1.
C22H61N11O10 | ωB97M-V/def2-TZVPD

Values from the calculation:
**Kohn-Sham gap**: 8.5 eV
**Multiplicity**: 1
**Electronic energy**: -60665.7721 eV
**Charge**: 0
**SMILES**: COCCNCCOC.COCCNCCOC.COCCNCCOC.NC(N)=O.NC(N)=O.NC(N)=O.NC(N)=O

Last column: Löwdin charge in e.
Element x y z (Å)
C1 -1.434 -1.676 2.763  -0.087
O1 -0.672 -2.761 2.179  -0.197
C2 -0.365 -2.618 0.802  -0.189
C3 -0.112 -4.068 0.148  -0.171
N1 0.228 -3.859 -1.257  -0.063
C4 0.502 -5.172 -1.863  -0.178
C5 1.818 -5.921 -1.382  -0.230
O2 1.989 -7.132 -2.018  -0.195
C6 3.178 -7.822 -1.673  -0.104
H1 -0.824 -0.800 2.983  0.070
H2 -1.897 -2.012 3.691  0.084
H3 -2.217 -1.320 2.093  0.066
H4 0.477 -1.957 0.600  0.086
H5 -1.238 -2.174 0.323  0.100
H6 -0.923 -4.794 0.204  0.118
H7 0.707 -4.497 0.724  0.100
H8 0.986 -3.206 -1.397  0.058
H9 0.575 -5.069 -2.946  0.102
H10 -0.380 -5.812 -1.855  0.113
H11 1.735 -6.257 -0.348  0.109
H12 2.680 -5.262 -1.480  0.113
H13 4.049 -7.172 -1.756  0.082
H14 3.272 -8.576 -2.455  0.088
H15 3.163 -8.262 -0.676  0.085
C7 3.374 -0.671 2.612  -0.097
O3 3.570 0.410 1.678  -0.171
C8 2.639 0.139 0.603  -0.247
C9 3.405 -0.690 -0.380  -0.178
N2 2.413 -1.182 -1.421  -0.006
C10 3.153 -1.883 -2.485  -0.214
C11 2.365 -2.424 -3.653  -0.251
O4 2.859 -3.621 -4.212  -0.199
C12 3.982 -3.473 -5.115  -0.076
H16 3.974 -1.537 2.332  0.076
H17 2.361 -1.053 2.736  0.086
H18 3.837 -0.305 3.529  0.088
H19 2.431 1.050 0.042  0.083
H20 1.679 -0.279 0.907  0.089
H21 3.953 -1.508 0.088  0.117
H22 4.141 0.009 -0.776  0.107
H23 1.854 -0.438 -1.813  0.086
H24 3.675 -2.784 -2.163  0.118
H25 3.945 -1.294 -2.946  0.110
H26 2.217 -1.722 -4.474  0.106
H27 1.347 -2.647 -3.334  0.089
H28 4.886 -3.143 -4.603  0.077
H29 3.778 -2.550 -5.658  0.076
H30 4.126 -4.319 -5.787  0.089
C13 -3.124 4.111 7.926  -0.103
O5 -2.285 3.324 7.086  -0.175
C14 -1.647 4.069 6.081  -0.239
C15 -2.453 3.795 4.844  -0.213
N3 -1.836 4.466 3.701  -0.059
C16 -2.755 4.441 2.571  -0.241
C17 -2.284 5.350 1.407  -0.175
O6 -3.288 5.371 0.372  -0.190
C18 -3.361 4.204 -0.433  -0.105
H31 -3.925 4.437 7.263  0.082
H32 -2.653 5.002 8.343  0.079
H33 -3.523 3.716 8.860  0.085
H34 -0.638 3.701 5.896  0.126
H35 -1.512 5.142 6.219  0.122
H36 -3.480 4.150 4.926  0.107
H37 -2.611 2.723 4.728  0.134
H38 -1.467 5.405 3.748  0.106
H39 -3.725 4.801 2.912  0.116
H40 -2.954 3.444 2.178  0.090
H41 -1.394 4.997 0.887  0.105
H42 -2.207 6.283 1.965  0.122
H43 -3.660 3.453 0.299  0.048
H44 -2.478 3.807 -0.933  0.088
H45 -4.248 4.172 -1.065  0.091
N4 -0.144 2.544 0.924  0.210
C19 -0.817 1.442 0.883  -0.718
N5 -0.479 0.803 -0.212  0.192
O7 -1.730 1.035 1.604  -0.017
H46 -0.575 3.256 1.495  0.085
H47 0.664 2.685 0.335  0.093
H48 -1.151 0.065 -0.365  0.074
H49 0.175 1.089 -0.927  0.064
N6 -5.333 0.215 -1.435  0.163
C20 -4.089 0.370 -0.894  -0.697
N7 -4.221 0.798 0.324  0.187
O8 -3.030 0.008 -1.314  0.018
H50 -6.072 0.829 -1.123  0.102
H51 -5.352 -0.148 -2.378  0.109
H52 -3.357 0.846 0.843  0.063
H53 -5.017 1.354 0.603  0.119
N8 -1.090 -0.838 -3.009  0.184
C21 -0.655 0.169 -3.674  -0.776
N9 -1.369 1.209 -3.358  0.180
O9 0.367 0.043 -4.354  0.001
H54 -1.882 -0.766 -2.385  0.058
H55 -0.657 -1.734 -3.177  0.107
H56 -2.042 1.113 -2.611  0.073
H57 -1.043 2.148 -3.537  0.104
N10 3.565 2.565 -2.332  0.190
C22 2.314 2.443 -2.530  -0.789
N11 2.045 2.652 -3.775  0.198
O10 1.520 2.316 -1.629  0.016
H58 3.865 2.753 -1.386  0.135
H59 4.115 2.901 -3.110  0.121
H60 2.678 2.983 -4.488  0.130
H61 1.044 2.599 -3.896  0.100

2.
C3H11BrSi2 | ωB97M-V/def2-TZVPD

Values from the calculation:
**Kohn-Sham gap**: 9.5 eV
**Multiplicity**: 1
**Electronic energy**: -89087.2912 eV
**Charge**: 0
**SMILES**: C[Si](C)(C)[SiH2]Br

Last column: Löwdin charge in e.
Element x y z (Å)
C1 -1.050 1.310 1.366  -0.185
Si1 -0.042 0.197 0.160  0.369
C2 1.657 -0.313 0.721  -0.249
C3 0.345 1.181 -1.433  -0.208
Si2 -1.114 -1.737 -0.379  0.378
Br1 0.331 -3.779 -0.969  -0.026
H1 -0.310 2.010 1.735  0.037
H2 -1.856 1.667 0.844  -0.012
H3 -1.537 0.818 2.158  0.009
H4 2.524 0.154 0.244  0.034
H5 1.769 -0.248 1.844  0.056
H6 1.874 -1.278 0.282  -0.015
H7 1.081 1.859 -1.092  0.007
H8 0.813 0.558 -2.173  0.024
H9 -0.616 1.653 -1.806  0.055
H10 -2.219 -2.501 0.158  -0.128
H11 -1.649 -1.553 -1.660  -0.147

3.
C4H2N2OS | ωB97M-V/def2-TZVPD

Values from the calculation:
**Kohn-Sham gap**: 8.6 eV
**Multiplicity**: 1
**Electronic energy**: -20040.0914 eV
**Charge**: 0
**SMILES**: N#C[C@@H]1N=COC1=S

Last column: Löwdin charge in e.
Element x y z (Å)
N1 -1.982 0.995 -2.188  0.166
C1 -1.486 0.574 -1.253  -0.154
C2 -0.776 0.119 -0.015  -0.215
N2 0.366 1.138 -0.029  0.091
C3 1.455 0.438 0.080  -0.179
O1 1.299 -0.881 0.311  -0.085
C4 -0.022 -1.147 0.505  -0.688
S1 -0.248 -2.439 1.545  0.744
H1 -1.216 0.379 0.899  0.120
H2 2.609 0.823 0.144  0.199

| no. | LUMO level (eV) |
| --- | --- |
| 1 | 0.27 |
| 2 | -0.20 |
| 3 | -1.14 |